1.
# C22H35NO2P2S2V

A molecular structure, C22H35NO2P2S2V at a distorted geometry (the ωB97M-V functional and the def2-TZVPD basis, the OMol25 dataset).

Each line ends with the Mulliken charge.
Element x y z (Å)
P -0.130 -1.552 -5.126  1.565
P 0.104 1.773 -5.296  1.607
C -0.446 -0.599 -6.675  -1.323
C 0.331 0.713 -6.772  -1.139
H -1.529 -0.428 -6.747  0.372
H -0.152 -1.262 -7.501  0.565
H 1.409 0.531 -6.879  0.449
H -0.007 1.303 -7.638  0.529
C -1.555 2.489 -5.612  -1.503
H -1.827 3.201 -4.817  0.424
H -2.324 1.701 -5.640  0.309
H -1.528 3.015 -6.577  0.488
C 1.214 3.179 -5.525  -1.377
H 0.868 3.802 -6.363  0.398
H 2.228 2.810 -5.729  0.391
H 1.246 3.781 -4.606  0.383
C -1.174 -3.005 -5.468  -1.485
H -1.167 -3.711 -4.626  0.388
H -0.786 -3.505 -6.371  0.457
H -2.211 -2.687 -5.648  0.368
C 1.519 -2.223 -5.502  -1.739
H 2.267 -1.425 -5.565  0.307
H 1.453 -2.739 -6.469  0.504
H 1.830 -2.934 -4.726  0.390
V -0.012 -0.639 -0.785  -0.159
C 1.156 1.704 -1.159  -0.360
C -0.222 1.752 -1.241  -0.905
C -1.119 1.470 -2.402  0.782
C -1.823 0.083 -2.587  -1.222
C -0.941 -1.107 -2.787  -0.915
C 0.518 -1.168 -2.874  0.138
C 1.498 -0.035 -3.025  0.551
C 2.089 0.753 -1.819  -1.340
C 1.361 -2.028 -0.237  -1.197
H 1.633 2.369 -0.448  0.827
H -0.725 2.222 -0.378  0.263
H -0.610 1.712 -3.362  -1.547
H -1.939 2.216 -2.374  0.782
H -2.557 -0.036 -1.756  0.404
H -2.451 0.164 -3.499  0.655
H -1.471 -2.042 -2.994  0.516
H 0.951 -2.179 -2.820  0.789
H 1.139 0.716 -3.772  -1.598
H 2.373 -0.470 -3.540  0.495
H 2.640 0.075 -1.127  0.250
H 2.880 1.394 -2.260  0.728
H 2.296 -1.592 0.157  0.307
H 1.595 -2.752 -1.033  0.329
H 0.833 -2.552 0.585  0.304
O 1.257 2.338 1.990  -0.664
S 1.140 0.920 2.262  1.111
O 2.334 0.123 2.391  -0.631
N 0.070 0.185 1.161  0.232
C -1.048 -0.300 1.733  0.503
S -1.903 -1.238 0.613  -0.555
C -1.137 -0.056 3.157  0.184
C -2.103 -0.468 4.093  -0.636
C -1.872 -0.249 5.449  -0.493
C -0.687 0.368 5.879  -0.539
C 0.259 0.818 4.945  -0.669
C 0.024 0.593 3.596  0.287
H -3.011 -0.944 3.728  0.462
H -2.615 -0.549 6.182  0.386
H -0.496 0.516 6.944  0.379
H 1.170 1.339 5.235  0.440

Properties
Energy above the lowest of the compared OMol25 structures with the same formula, charge and spin: 0.000 eV
Molecular weight: 522.553 g/mol
LUMO level (alpha / beta): -0.42 / -0.42 eV
Maximum force: 4.7 eV Å⁻¹
HOMO level (alpha / beta): -6.136 / -5.997 eV
Gap between HOMO and LUMO (alpha / beta): 0.2099 / 0.2050 Ha
Net charge: 0
Total energy: -94896.0162 eV
2S+1: 4

***

2.
# C22H35NO2Si3V

A molecular structure, C22H35NO2Si3V (the ωB97M-V functional and the def2-TZVPD basis, the OMol25 dataset).

Each line ends with the Mulliken charge.
Element x y z (Å)
V 0.041 0.185 0.121  0.093
C -2.019 -2.471 -3.398  -1.201
Si -1.293 -1.043 -2.429  0.547
C -0.051 -0.206 -3.568  -1.135
C -2.658 0.212 -2.099  -1.041
C -0.537 -1.578 -0.758  1.980
Si 0.763 -2.944 -0.959  0.038
C -0.076 -4.601 -1.225  -1.054
C 1.899 -2.605 -2.407  -1.084
C 1.857 -3.143 0.555  -0.823
Si -1.865 -2.087 0.471  -0.890
C -1.191 -2.916 2.008  -1.205
C -3.334 -3.051 -0.150  -1.163
C -2.549 -0.430 1.173  0.202
C -3.804 -0.276 1.746  -0.818
C -4.190 0.954 2.259  -0.258
C -3.307 2.026 2.196  -0.987
C -2.072 1.821 1.626  -0.228
N -1.704 0.627 1.137  0.738
H -2.510 -2.054 -4.283  0.412
H -2.756 -3.059 -2.853  0.328
H -1.237 -3.144 -3.754  0.321
H -0.496 0.708 -3.969  0.435
H 0.188 -0.852 -4.415  0.479
H 0.885 0.071 -3.085  0.139
H -3.096 0.494 -3.060  0.498
H -2.281 1.133 -1.642  0.211
H -3.466 -0.172 -1.472  0.240
H -0.727 -4.617 -2.098  0.280
H -0.664 -4.912 -0.358  0.276
H 0.699 -5.360 -1.375  0.416
H 1.380 -2.600 -3.366  0.282
H 2.653 -3.396 -2.445  0.438
H 2.428 -1.652 -2.306  0.273
H 1.372 -3.741 1.326  0.356
H 2.175 -2.204 1.009  -0.006
H 2.758 -3.684 0.248  0.395
H -0.863 -3.939 1.812  0.359
H -1.976 -2.963 2.768  0.415
H -0.346 -2.370 2.434  0.349
H -3.012 -3.988 -0.608  0.391
H -3.924 -2.499 -0.883  0.392
H -3.983 -3.307 0.692  0.448
H -4.482 -1.118 1.778  0.374
H -5.170 1.079 2.701  0.461
H -3.571 3.001 2.579  0.426
H -1.346 2.621 1.545  0.476
C 3.998 0.363 1.602  -1.984
C 2.813 0.699 0.752  1.350
O 1.732 0.118 1.079  -0.506
C 2.930 1.614 -0.348  0.318
C 4.203 2.181 -0.628  -0.925
C 4.393 3.075 -1.638  -0.972
C 3.294 3.455 -2.428  -0.370
C 2.050 2.934 -2.193  -0.531
C 1.824 2.005 -1.163  0.483
O 0.589 1.564 -1.018  -0.511
H 3.686 -0.322 2.386  0.348
H 4.420 1.262 2.051  0.545
H 4.775 -0.108 0.999  0.431
H 5.050 1.892 -0.023  0.416
H 5.373 3.487 -1.828  0.416
H 3.429 4.166 -3.234  0.443
H 1.197 3.214 -2.797  0.473

Properties
Molecular weight: 480.729 g/mol
LUMO level (alpha / beta): -3.42 / -3.75 eV
Maximum force: 0.6 eV Å⁻¹
HOMO level (alpha / beta): -11.576 / -11.731 eV
Gap between HOMO and LUMO (alpha / beta): 0.2998 / 0.2934 Ha
Net charge: +1
Total energy: -78287.1514 eV
2S+1: 3

***

3.
# C22H35NO4

A single C22H35NO4 molecule (the ωB97M-V functional and the def2-TZVPD basis, the OMol25 dataset).

Each line ends with the Mulliken charge.
Element x y z (Å)
C 1.095 -1.799 -4.180  -1.114
C -0.031 -1.827 -3.159  -0.318
O 0.298 -1.101 -1.974  -0.135
C 0.062 0.211 -1.971  -0.364
O -0.375 0.812 -2.920  -0.620
C 0.409 0.873 -0.640  2.233
C 1.757 1.610 -0.847  -1.974
C 2.848 0.712 -1.355  0.063
C 3.102 0.620 -2.714  -0.409
C 4.095 -0.225 -3.183  -0.747
C 4.837 -0.985 -2.304  -0.596
C 4.600 -0.894 -0.932  0.705
O 5.390 -1.675 -0.140  -0.473
C 5.202 -1.629 1.252  -0.779
C 3.610 -0.039 -0.466  -0.260
C -0.677 1.908 -0.316  -1.754
C -1.994 1.223 0.038  -0.535
N -1.800 0.366 1.191  0.293
C -3.016 -0.070 1.870  0.263
C -4.055 -0.737 0.963  -1.755
C -3.608 1.125 2.635  -1.528
C -4.523 0.786 3.832  1.710
C -3.840 -0.131 4.846  -1.790
C -4.917 2.104 4.517  -1.809
O -5.695 0.104 3.412  -0.615
C -0.887 -0.706 0.852  -0.860
C 0.487 -0.128 0.514  -1.036
H 2.022 -2.142 -3.726  0.212
H 0.842 -2.445 -5.016  0.502
H 1.238 -0.786 -4.546  0.227
H -0.223 -2.847 -2.817  0.376
H -0.943 -1.400 -3.591  0.363
H 1.590 2.414 -1.566  0.418
H 2.048 2.054 0.107  0.655
H 2.523 1.214 -3.407  0.457
H 4.290 -0.292 -4.243  0.425
H 5.612 -1.651 -2.649  0.461
H 5.396 -0.628 1.652  0.320
H 5.924 -2.328 1.671  0.252
H 4.191 -1.943 1.534  0.297
H 3.423 0.062 0.592  0.482
H -0.828 2.559 -1.178  0.440
H -0.351 2.511 0.532  0.460
H -2.737 1.984 0.279  0.561
H -2.349 0.659 -0.843  0.262
H -2.682 -0.809 2.605  0.352
H -4.865 -1.131 1.570  0.558
H -4.466 -0.024 0.251  0.292
H -3.605 -1.559 0.411  0.395
H -4.182 1.748 1.943  0.502
H -2.774 1.721 3.006  0.463
H -2.839 0.227 5.070  0.348
H -4.424 -0.160 5.762  0.452
H -3.786 -1.142 4.454  0.391
H -4.047 2.574 4.965  0.379
H -5.355 2.796 3.799  0.402
H -5.650 1.907 5.297  0.447
H -6.185 0.678 2.814  0.403
H -0.791 -1.369 1.716  0.476
H -1.247 -1.307 0.000  0.207
H 1.168 -0.940 0.264  0.479
H 0.862 0.396 1.395  0.493

Properties
Energy above the lowest of the compared OMol25 structures with the same formula, charge and spin: 0.033 eV
Molecular weight: 377.525 g/mol
LUMO level: 0.71 eV
Maximum force: 0.7 eV Å⁻¹
SMILES string: CCOC(=O)C1(Cc2cccc(OC)c2)CCN([C@H](C)CC(C)(C)O)CC1
HOMO level: -8.332 eV
Gap between HOMO and LUMO: 0.3321 Ha
Net charge: 0
Total energy: -33062.8067 eV

***

4.
# C22H35O2Sb2Se2Ti

A molecular structure, C22H35O2Sb2Se2Ti at a distorted geometry (the ωB97M-V functional and the def2-TZVPD basis, the OMol25 dataset).

Each line ends with the Mulliken charge.
Element x y z (Å)
Ti -0.147 1.234 1.719  -0.018
C 0.368 2.923 3.180  -0.440
C 0.706 1.725 3.852  -0.445
C 1.744 1.111 3.128  -0.572
C 2.069 1.946 2.028  -0.417
C 1.227 3.071 2.059  -0.674
H -0.373 3.642 3.502  0.555
H 0.252 1.351 4.755  0.526
H 2.239 0.186 3.386  0.514
H 2.873 1.779 1.332  0.735
H 1.248 3.910 1.383  0.501
O -3.561 3.980 3.507  -0.489
C -4.435 3.149 2.755  -1.370
C -3.611 2.058 2.030  2.452
C -4.648 1.205 1.314  -1.523
O -4.029 0.278 0.440  -0.418
C -2.687 2.824 1.084  -1.684
Se -1.417 1.858 -0.151  -0.150
C -2.863 1.314 3.137  -1.525
Se -1.706 -0.267 2.719  -0.215
H -4.080 4.643 3.971  0.341
H -4.977 3.742 2.011  0.479
H -5.166 2.666 3.411  0.488
H -5.317 1.871 0.753  0.466
H -5.250 0.692 2.074  0.453
H -4.723 -0.250 0.036  0.289
H -2.118 3.548 1.666  0.440
H -3.262 3.399 0.357  0.643
H -3.572 0.881 3.844  0.618
H -2.276 2.036 3.701  0.371
C 2.087 0.629 -1.119  -1.690
Sb 0.851 -0.686 0.098  1.140
C -0.042 -2.523 0.871  -1.732
C -0.317 -1.122 -1.725  -1.716
C 0.403 -1.115 -3.033  0.466
C 0.201 -0.045 -3.905  -0.444
C 0.827 0.024 -5.136  -0.806
C 1.677 -1.000 -5.530  -0.616
C 1.885 -2.075 -4.682  -0.887
C 1.265 -2.151 -3.436  1.011
C 1.569 -3.325 -2.548  -1.188
Sb 2.794 -2.698 -0.914  0.658
C 3.218 -4.521 0.073  -1.242
C 4.594 -2.285 -1.945  -1.253
H 2.266 0.164 -2.087  0.555
H 3.039 0.866 -0.646  0.449
H 1.495 1.539 -1.253  0.486
H -1.094 -2.380 0.628  0.564
H 0.073 -2.635 1.950  0.311
H 0.354 -3.411 0.379  0.551
H -1.123 -0.389 -1.744  0.808
H -0.766 -2.090 -1.503  0.515
H -0.467 0.753 -3.600  0.455
H 0.646 0.865 -5.791  0.423
H 2.166 -0.967 -6.494  0.416
H 2.540 -2.881 -4.991  0.397
H 2.135 -4.092 -3.077  0.671
H 0.671 -3.787 -2.134  0.464
H 3.952 -5.071 -0.512  0.349
H 2.303 -5.106 0.149  0.398
H 3.609 -4.339 1.071  0.401
H 5.051 -3.230 -2.233  0.402
H 5.284 -1.715 -1.329  0.394
H 4.346 -1.709 -2.836  0.356

Properties
Energy above the lowest of the compared OMol25 structures with the same formula, charge and spin: 2.914 eV
Molecular weight: 780.827 g/mol
LUMO level: -3.58 eV
Maximum force: 1.6 eV Å⁻¹
HOMO level: -10.230 eV
Gap between HOMO and LUMO: 0.2444 Ha
Net charge: +1
Total energy: -194351.7375 eV

***

Question: Which of these has the highest molecular weight?
Answer: C22H35O2Sb2Se2Ti

***

Question: Among the records above, which one has the lowest total energy?
Answer: C22H35O2Sb2Se2Ti